[1]
Computed, not measured: a structure of composition C21H57Br9N9O3P3 at a distorted geometry, with ωB97M-V with the def2-TZVPD basis set.

```
102
Properties=species:S:1:pos:R:3:lowdin_charge:R:1
O 2.43 -2.44 -0.50 -0.3147
P 3.86 -2.79 -0.47 0.5761
N 4.29 -3.76 0.88 -0.3165
C 4.17 -5.22 0.79 -0.0956
C 3.94 -3.24 2.20 -0.1162
N 4.81 -1.38 -0.30 -0.2978
C 6.17 -1.45 0.19 -0.1219
C 4.40 -0.12 -0.85 -0.1348
N 4.45 -3.57 -1.87 -0.2861
C 3.68 -3.85 -3.06 -0.1131
C 5.87 -4.05 -1.81 -0.1145
H 4.43 -5.68 1.74 0.0882
H 4.80 -5.49 -0.06 0.0556
H 3.16 -5.50 0.47 0.0466
H 3.79 -2.17 2.13 0.0755
H 4.70 -3.51 2.94 0.0809
H 3.00 -3.70 2.51 0.0830
H 6.29 -2.11 1.06 0.0695
H 6.83 -1.85 -0.57 0.0646
H 6.54 -0.47 0.51 0.0851
H 5.17 0.29 -1.51 0.0881
H 3.46 -0.28 -1.38 -0.0319
H 4.29 0.68 -0.11 0.0727
H 4.13 -4.65 -3.65 0.0875
H 2.64 -4.09 -2.81 0.0261
H 3.67 -2.91 -3.60 0.0661
H 6.28 -4.05 -0.81 0.0607
H 6.52 -3.48 -2.48 0.0810
H 5.93 -5.10 -2.11 0.0768
O -6.45 2.05 -0.92 -0.3195
P -5.38 1.47 -0.02 0.6101
N -5.49 1.89 1.66 -0.3064
C -6.71 2.47 2.27 -0.1100
C -4.47 1.39 2.60 -0.1062
N -3.84 2.01 -0.44 -0.3016
C -2.60 1.30 -0.17 -0.1386
C -3.65 3.41 -0.68 -0.1087
N -5.32 -0.25 -0.02 -0.3032
C -6.20 -0.98 0.85 -0.1306
C -5.03 -0.92 -1.32 -0.1127
H -6.51 3.02 3.19 0.0736
H -7.45 1.70 2.49 0.0696
H -7.13 3.18 1.56 0.0720
H -3.59 2.03 2.64 0.0475
H -4.20 0.39 2.24 0.0662
H -4.84 1.40 3.62 0.0817
H -2.01 1.23 -1.09 0.0262
H -1.96 1.84 0.54 0.0630
H -2.84 0.27 0.11 0.0550
H -4.46 3.76 -1.32 0.0795
H -3.69 3.89 0.31 0.0759
H -2.68 3.66 -1.12 0.0550
H -7.23 -1.01 0.48 0.0891
H -5.82 -1.99 1.02 0.0840
H -6.25 -0.48 1.82 0.0616
H -5.43 -0.41 -2.19 0.0857
H -5.49 -1.91 -1.30 0.0604
H -3.97 -1.06 -1.48 -0.0185
O -0.69 4.42 -0.73 -0.2775
P 0.15 4.20 0.46 0.5535
N -0.76 4.11 1.88 -0.3036
C -1.48 5.34 2.25 -0.1074
C -0.77 3.10 2.95 -0.1057
N 1.34 5.41 0.62 -0.2977
C 1.97 5.62 1.92 -0.1226
C 1.83 6.21 -0.48 -0.1112
N 0.96 2.71 0.40 -0.2945
C 1.92 2.30 1.46 -0.1245
C 1.30 2.09 -0.88 -0.1458
H -2.49 5.12 2.59 0.0806
H -1.42 6.05 1.42 0.0815
H -0.95 5.78 3.10 0.0727
H -0.14 3.51 3.74 0.0787
H -0.34 2.16 2.60 0.0656
H -1.80 2.91 3.26 0.0623
H 2.17 6.68 2.06 0.0833
H 1.42 5.25 2.78 0.0629
H 2.93 5.11 1.97 0.0729
H 2.87 6.50 -0.29 0.0796
H 1.82 5.71 -1.45 0.0765
H 1.23 7.12 -0.62 0.0810
H 1.66 2.86 2.36 0.0436
H 1.73 1.31 1.86 0.0882
H 2.96 2.55 1.26 0.0799
H 0.40 1.98 -1.48 0.0542
H 1.79 1.15 -0.64 0.0389
H 1.89 2.84 -1.41 0.0854
C -2.85 -4.68 -3.18 -1.5158
Br -3.27 -4.26 -1.29 0.5177
Br -3.29 -3.21 -4.38 0.5104
Br -3.80 -6.26 -3.91 0.5208
H -1.77 -4.82 -3.24 -0.1008
C -0.05 -7.14 -0.98 -1.4712
Br -0.28 -7.72 -2.84 0.5512
Br -1.68 -7.45 0.13 0.5116
Br 0.37 -5.23 -0.91 0.5853
H 0.79 -7.66 -0.51 -0.0262
C 0.33 -1.88 -2.83 -1.4778
Br -1.43 -1.25 -2.28 0.6293
Br 1.63 -0.41 -3.11 0.6833
Br 0.20 -3.02 -4.41 0.5838
H 0.66 -2.51 -2.01 -0.0933
```

Output
Relative energy (zero: lowest compared OMol25 entry of this formula, charge and spin)   144.93 kJ/mol
DFT total energy   -700505.890 eV



[2]
Computed, not measured: a structure of composition C21H57O8V at a distorted geometry, with ωB97M-V with the def2-TZVPD basis set.

```
87
Properties=species:S:1:pos:R:3:lowdin_charge:R:1
V 10.57 -8.12 21.46 1.0885
O 10.81 -9.37 19.85 -0.3615
H 10.12 -9.59 19.23 -0.0214
C 13.96 -5.33 20.19 -0.0503
C 12.50 -5.52 20.40 -0.4203
C 11.73 -5.07 19.16 -0.0306
O 12.14 -6.92 20.62 -0.1531
H 14.66 -5.86 20.84 0.0936
H 14.26 -4.29 20.30 0.0955
H 14.28 -5.69 19.20 0.0844
H 12.17 -4.88 21.22 0.1423
H 10.65 -5.18 19.18 0.0541
H 12.12 -5.59 18.28 0.0764
H 11.90 -3.99 19.07 0.0978
H 12.46 -7.45 19.84 0.0699
C 14.38 -12.86 22.82 -0.0575
C 13.41 -13.02 21.69 -0.4754
C 12.40 -14.15 21.82 -0.0484
O 12.73 -11.74 21.57 -0.0928
H 14.71 -13.84 23.17 0.0829
H 13.99 -12.28 23.66 0.0796
H 15.22 -12.20 22.58 0.0800
H 13.91 -13.20 20.73 0.1381
H 11.79 -14.23 20.92 0.0613
H 11.68 -14.03 22.64 0.0752
H 12.94 -15.09 21.94 0.0840
H 12.45 -11.66 20.64 0.0297
C 9.49 -11.61 23.78 -0.0296
C 9.18 -10.83 22.51 -0.4350
C 7.79 -11.05 21.96 -0.0406
O 9.42 -9.42 22.76 -0.1510
H 8.81 -11.37 24.60 0.0914
H 10.53 -11.45 24.03 0.0883
H 9.31 -12.68 23.65 0.0914
H 9.92 -11.09 21.74 0.1146
H 7.02 -10.79 22.69 0.0896
H 7.64 -12.12 21.78 0.0911
H 7.65 -10.56 21.00 0.0805
H 9.16 -9.20 23.66 0.1161
C 7.21 -7.04 22.33 -0.0486
C 7.74 -6.45 21.07 -0.4294
C 8.26 -5.01 21.22 -0.0278
O 8.78 -7.27 20.43 -0.1446
H 6.17 -6.76 22.50 0.0995
H 7.74 -6.84 23.26 0.0892
H 7.11 -8.13 22.26 0.0711
H 6.99 -6.40 20.27 0.1437
H 7.37 -4.42 21.46 0.0948
H 8.61 -4.68 20.26 0.0676
H 9.00 -4.92 22.02 0.0847
H 8.70 -7.10 19.47 0.0711
C 10.16 -7.67 16.53 -0.0315
C 8.91 -6.82 16.58 -0.4534
C 7.71 -7.57 15.94 -0.0474
O 8.43 -6.30 17.83 -0.0637
H 10.17 -8.41 17.33 0.0605
H 11.05 -7.06 16.67 0.0661
H 10.22 -8.08 15.53 0.0950
H 9.17 -5.98 15.92 0.1385
H 7.85 -8.06 14.98 0.0828
H 6.81 -6.96 15.94 0.0761
H 7.52 -8.40 16.63 0.0824
H 7.79 -5.62 17.62 0.1101
C 9.60 -12.78 19.04 -0.0395
C 10.82 -12.56 18.12 -0.4343
C 10.40 -11.85 16.84 -0.0427
O 11.76 -11.72 18.82 -0.1165
H 8.87 -13.39 18.50 0.0873
H 9.12 -11.80 19.13 0.0633
H 9.75 -13.18 20.04 0.0665
H 11.44 -13.44 17.97 0.1417
H 11.24 -11.56 16.21 0.0819
H 9.87 -10.94 17.14 0.0642
H 9.79 -12.49 16.20 0.0867
H 11.35 -10.87 19.10 0.0220
C 14.91 -8.14 16.89 -0.0366
C 14.00 -9.11 17.67 -0.4649
C 14.82 -9.89 18.69 -0.0465
O 12.95 -8.40 18.32 -0.0922
H 15.50 -8.82 16.27 0.0852
H 15.57 -7.66 17.60 0.0741
H 14.31 -7.49 16.27 0.0768
H 13.59 -9.84 16.97 0.1323
H 15.42 -10.71 18.26 0.0905
H 14.15 -10.45 19.35 0.0618
H 15.52 -9.32 19.30 0.0842
H 12.44 -9.06 18.82 0.0391
```

Output
Relative energy (zero: lowest compared OMol25 entry of this formula, charge and spin)   107.73 kJ/mol
DFT total energy   -64764.457 eV
2S+1   4
Charge   +1



[3]
Computed, not measured: a cluster of 14 separate species, C21H58N2O13S in total at a distorted geometry, with ωB97M-V with the def2-TZVPD basis set.

```
95
Properties=species:S:1:pos:R:3:lowdin_charge:R:1
S -2.06 -3.29 3.37 0.6452
C -1.22 -2.90 1.71 -0.4960
C -0.77 -4.10 0.63 -0.0299
C -0.08 -3.55 -0.77 0.0346
C 0.15 -1.94 -1.12 -0.1259
N 0.75 -1.63 -2.46 0.0224
C 0.93 -0.15 -2.68 -0.0547
C 0.51 0.96 -1.56 -0.0680
N -0.14 0.69 -0.23 0.0455
C -0.29 -0.79 -0.06 -0.1497
C -0.98 -1.31 1.37 -0.0159
H -3.41 -2.85 3.21 -0.0938
H -0.94 -5.26 0.86 0.0998
H 0.25 -4.35 -1.59 0.0880
H 1.42 0.20 -3.71 0.1145
H 0.73 2.10 -1.83 0.0924
H -1.31 -0.51 2.17 0.0945
C -4.28 -6.16 5.40 -0.1714
O -2.93 -6.30 5.02 -0.1512
H -4.79 -7.12 5.28 0.0793
H -4.34 -5.85 6.45 0.0745
H -4.76 -5.41 4.76 0.0692
H -2.50 -5.43 5.14 0.0268
C 2.25 4.94 -1.75 -0.1415
O 1.49 3.89 -2.32 -0.1689
H 1.79 5.24 -0.81 0.0844
H 3.27 4.59 -1.56 0.0737
H 2.26 5.79 -2.44 0.0779
H 1.93 3.64 -3.15 0.0906
C 4.27 1.29 -0.70 -0.1523
O 4.72 1.78 -1.95 -0.1383
H 4.41 2.06 0.06 0.0855
H 3.22 1.02 -0.77 0.0571
H 4.86 0.41 -0.42 0.0772
H 4.59 1.08 -2.60 0.0896
C -0.48 5.30 -5.06 -0.1665
O -0.45 3.88 -5.09 -0.1429
H 0.32 5.69 -5.69 0.0779
H -1.44 5.65 -5.44 0.0763
H -0.33 5.65 -4.04 0.0694
H -1.17 3.57 -4.52 0.0424
C -3.26 2.00 -2.30 -0.1418
O -2.81 2.50 -3.54 -0.1366
H -3.13 2.77 -1.54 0.0696
H -4.32 1.74 -2.37 0.0771
H -2.67 1.12 -2.02 0.0716
H -2.94 1.79 -4.20 0.0932
C -3.54 3.37 1.31 -0.1472
O -4.52 2.45 0.85 -0.1536
H -2.57 3.08 0.91 0.0742
H -3.79 4.38 0.96 0.0824
H -3.50 3.35 2.40 0.0790
H -5.37 2.74 1.22 0.0542
C -7.00 -0.12 -0.21 -0.1634
O -5.95 -0.31 0.73 -0.1367
H -7.59 -1.03 -0.27 0.0796
H -7.64 0.70 0.13 0.0717
H -6.57 0.12 -1.19 0.0722
H -5.45 0.52 0.77 0.0373
C 8.68 1.36 -1.22 -0.1649
O 7.71 0.44 -1.67 -0.1365
H 9.66 1.07 -1.62 0.0799
H 8.43 2.36 -1.57 0.0788
H 8.72 1.34 -0.12 0.0548
H 6.85 0.72 -1.30 0.0390
C -6.99 3.15 4.25 -0.1466
O -6.71 2.72 2.93 -0.1409
H -6.74 4.21 4.34 0.0832
H -8.06 3.02 4.46 0.0796
H -6.40 2.57 4.96 0.0805
H -6.95 1.78 2.88 0.0887
C 0.78 -2.75 6.30 -0.1690
O 0.78 -3.57 5.15 -0.1608
H 0.99 -3.37 7.18 0.0800
H 1.54 -1.98 6.21 0.0756
H -0.21 -2.29 6.42 0.0704
H 0.59 -2.99 4.39 0.0428
C -0.38 -3.73 -5.87 -0.1711
O -0.19 -3.63 -4.47 -0.1550
H -0.71 -4.75 -6.12 0.0774
H -1.13 -3.02 -6.20 0.0730
H 0.57 -3.53 -6.38 0.0735
H 0.10 -2.73 -4.29 0.0313
C 1.62 -6.87 -0.03 -0.1472
O 1.43 -6.01 -1.13 -0.1624
H 0.91 -6.60 0.76 0.0630
H 1.44 -7.90 -0.34 0.0794
H 2.64 -6.76 0.35 0.0816
H 2.07 -6.27 -1.82 0.0950
C 9.70 3.86 1.83 -0.1536
O 8.72 2.94 1.38 -0.1498
H 10.67 3.57 1.43 0.0835
H 9.45 4.86 1.48 0.0768
H 9.74 3.84 2.92 0.0756
H 7.87 3.22 1.75 0.0894
```

Output
DFT total energy   -63133.537 eV